one:
# C5H14

A cluster of 2 separate species, C5H14 in total (ωB97M-V/def2-TZVPD, the OMol25 dataset).

The SMILES is CCC.CC. The LUMO energy is 1.08 eV.

Positions of all 19 atoms, in Å:
C (-0.259, 1.074, -0.405)
C (-1.435, 1.920, -0.992)
C (1.015, 1.837, -0.541)
H (-0.255, 0.863, 0.639)
H (-0.028, 0.224, -0.938)
H (-0.971, 2.455, -1.890)
H (-1.888, 2.581, -0.291)
H (1.697, 1.301, 0.139)
H (1.425, 2.030, -1.510)
H (-2.379, 1.329, -1.148)
H (0.814, 2.928, -0.025)
C (0.506, -1.858, 1.480)
C (0.101, -2.858, 0.364)
H (1.150, -2.469, 2.180)
H (1.276, -1.279, 1.124)
H (-0.314, -1.462, 1.911)
H (0.338, -2.379, -0.626)
H (-0.903, -2.925, 0.448)
H (0.473, -3.884, 0.551)



two:
# C5H14

A cluster of 2 separate species, C5H14 in total (ωB97M-V/def2-TZVPD, the OMol25 dataset).

The SMILES is CCC.CC. The LUMO energy is 1.17 eV.

Positions of all 19 atoms, in Å:
C (-0.221, -1.002, -1.558)
C (0.301, 0.421, -1.426)
C (0.908, -2.013, -1.877)
H (-0.627, -1.354, -0.619)
H (-0.974, -1.150, -2.324)
H (1.368, 0.460, -1.210)
H (1.159, -2.006, -2.900)
H (-0.238, 1.019, -0.695)
H (0.174, 0.944, -2.381)
H (1.794, -1.809, -1.274)
H (0.633, -3.045, -1.643)
C (-0.684, 1.894, 1.946)
C (-0.341, 0.582, 2.709)
H (-1.423, 1.743, 1.169)
H (-1.177, 2.545, 2.677)
H (0.229, 2.380, 1.632)
H (-0.216, 0.775, 3.773)
H (0.597, 0.175, 2.341)
H (-1.182, -0.095, 2.608)



three:
# C5H14

A cluster of 2 separate species, C5H14 in total (ωB97M-V/def2-TZVPD, the OMol25 dataset).

The SMILES is CCC.CC. The LUMO energy is 1.07 eV.

Positions of all 19 atoms, in Å:
C (-0.603, -2.073, -0.408)
C (-0.941, -3.231, -1.345)
H (-1.435, -1.854, 0.275)
H (0.222, -2.325, 0.257)
H (-0.316, -1.106, -0.825)
H (-1.287, -4.036, -0.694)
H (-1.799, -2.978, -1.966)
H (-0.114, -3.603, -1.935)
C (0.144, 1.588, 0.972)
C (-0.269, 2.517, -0.149)
C (1.687, 1.561, 1.073)
H (-0.258, 1.900, 1.937)
H (-0.129, 0.550, 0.820)
H (0.145, 2.173, -1.108)
H (1.986, 0.859, 1.850)
H (2.131, 1.382, 0.098)
H (0.153, 3.512, 0.022)
H (-1.346, 2.611, -0.273)
H (2.031, 2.553, 1.398)



four:
# C5H14

A cluster of 2 separate species, C5H14 in total (ωB97M-V/def2-TZVPD, the OMol25 dataset).

The SMILES is CCC.CC. The LUMO energy is 1.11 eV.

Positions of all 19 atoms, in Å:
C (1.727, 0.862, -1.373)
C (2.721, -0.212, -1.880)
C (1.056, 0.333, -0.064)
H (2.103, 1.878, -1.346)
H (0.928, 0.863, -2.103)
H (2.683, -1.194, -1.408)
H (0.044, -0.048, -0.266)
H (1.537, -0.523, 0.391)
H (3.767, 0.115, -1.962)
H (2.446, -0.464, -2.925)
H (1.020, 1.124, 0.703)
C (-2.965, 0.252, 1.707)
C (-2.351, -1.141, 1.533)
H (-2.327, 0.867, 1.031)
H (-3.992, 0.427, 1.414)
H (-2.797, 0.845, 2.620)
H (-1.280, -1.027, 1.424)
H (-2.682, -1.869, 2.268)
H (-2.535, -1.545, 0.523)



Which one sits at the bottom of the stability order? one does.



one:
# C5H14

A cluster of 2 separate species, C5H14 in total (ωB97M-V/def2-TZVPD, the OMol25 dataset).

The SMILES is CCC.CC. The LUMO energy is 1.20 eV.

Positions of all 19 atoms, in Å:
C (0.567, 0.166, -1.714)
C (-0.249, -1.163, -1.864)
C (-0.410, 1.225, -1.207)
H (1.362, -0.229, -1.047)
H (0.997, 0.467, -2.677)
H (-1.223, -1.040, -2.368)
H (-0.388, 1.324, -0.092)
H (-0.580, -1.502, -0.875)
H (0.290, -1.944, -2.361)
H (-0.208, 2.246, -1.538)
H (-1.374, 0.907, -1.613)
C (-0.620, -0.015, 2.477)
C (0.800, -0.176, 2.107)
H (-1.292, 0.362, 1.691)
H (-1.030, -0.946, 2.974)
H (-0.820, 0.720, 3.282)
H (0.972, -0.988, 1.351)
H (1.182, 0.684, 1.557)
H (1.420, -0.378, 2.932)



two:
# C5H14

A cluster of 2 separate species, C5H14 in total (ωB97M-V/def2-TZVPD, the OMol25 dataset).

The SMILES is CCC.CC. The LUMO energy is 1.16 eV.

Positions of all 19 atoms, in Å:
C (0.978, 1.028, 0.947)
C (-0.312, 0.694, 1.763)
C (2.054, 0.048, 1.434)
H (1.206, 2.081, 1.078)
H (0.780, 0.962, -0.127)
H (-0.058, 0.191, 2.694)
H (-0.950, 1.567, 1.852)
H (2.272, 0.279, 2.478)
H (3.000, 0.301, 0.945)
H (-0.812, -0.099, 1.198)
H (1.757, -0.992, 1.339)
C (-0.533, -0.971, -2.117)
C (-1.943, -0.505, -1.848)
H (-0.325, -1.081, -3.183)
H (0.261, -0.400, -1.659)
H (-0.345, -1.945, -1.672)
H (-2.197, -0.520, -0.778)
H (-2.166, 0.544, -2.047)
H (-2.668, -1.184, -2.296)



Which one sits at the bottom of the stability order? one does.



one:
# C5H14

A cluster of 2 separate species, C5H14 in total (ωB97M-V/def2-TZVPD, the OMol25 dataset).

The SMILES is CCC.CC. The LUMO energy is 1.10 eV.

Positions of all 19 atoms, in Å:
C (3.173, -0.840, 0.214)
C (1.906, -0.845, -0.666)
H (3.792, -0.061, 0.354)
H (2.858, -1.211, 1.222)
H (3.760, -1.756, -0.181)
H (1.530, 0.192, -0.831)
H (1.138, -1.315, -0.063)
H (1.878, -1.514, -1.604)
C (-2.376, 0.645, -0.120)
C (-1.677, 1.939, 0.068)
C (-1.666, -0.592, 0.508)
H (-3.258, 0.703, 0.623)
H (-2.728, 0.465, -1.127)
H (-0.833, 1.906, -0.750)
H (-0.968, -0.204, 1.249)
H (-1.043, 1.950, 0.890)
H (-2.259, 2.773, -0.234)
H (-2.324, -1.382, 0.828)
H (-0.904, -0.851, -0.381)



two:
# C5H14

A cluster of 2 separate species, C5H14 in total (ωB97M-V/def2-TZVPD, the OMol25 dataset).

The SMILES is CCC.CC. The LUMO energy is 1.14 eV.

Positions of all 19 atoms, in Å:
C (-1.337, 1.670, 1.905)
C (-0.923, 2.304, 0.553)
H (-2.413, 1.485, 1.931)
H (-0.892, 0.716, 2.175)
H (-1.101, 2.418, 2.658)
H (-0.952, 1.553, -0.230)
H (0.123, 2.598, 0.637)
H (-1.551, 3.184, 0.424)
C (1.006, -1.353, -0.316)
C (-0.451, -1.575, -0.773)
C (1.950, -1.436, -1.497)
H (1.231, -2.094, 0.453)
H (1.041, -0.370, 0.157)
H (-0.626, -2.650, -0.867)
H (-1.172, -1.159, -0.061)
H (1.930, -2.410, -1.985)
H (2.990, -1.194, -1.238)
H (-0.546, -1.025, -1.707)
H (1.692, -0.662, -2.218)



Which one sits at the bottom of the stability order? one does.



one:
# C5H14

A cluster of 2 separate species, C5H14 in total (ωB97M-V/def2-TZVPD, the OMol25 dataset).

The SMILES is CCC.CC. The LUMO energy is 1.09 eV.

Positions of all 19 atoms, in Å:
C (-0.344, -1.699, -1.554)
C (0.736, -1.360, -2.578)
H (-0.369, -2.787, -1.252)
H (-1.320, -1.280, -1.910)
H (0.091, -1.102, -0.557)
H (0.236, -1.197, -3.505)
H (1.249, -0.534, -2.222)
H (1.429, -2.127, -2.650)
C (-0.400, 0.672, 1.166)
C (1.153, 0.812, 1.461)
C (-1.282, 1.819, 1.627)
H (-0.587, 0.593, 0.120)
H (-0.724, -0.294, 1.688)
H (1.334, -0.151, 2.176)
H (-0.633, 2.648, 1.900)
H (-1.815, 1.617, 2.651)
H (-2.021, 2.034, 0.970)
H (1.802, 0.557, 0.599)
H (1.467, 1.777, 1.868)



two:
# C5H14

A cluster of 2 separate species, C5H14 in total (ωB97M-V/def2-TZVPD, the OMol25 dataset).

The SMILES is CCC.CC. The LUMO energy is 1.09 eV.

Positions of all 19 atoms, in Å:
C (-0.027, -0.765, -1.466)
C (-0.284, 0.637, -1.985)
C (1.434, -1.147, -1.365)
H (-0.546, -0.887, -0.418)
H (-0.644, -1.459, -2.032)
H (-0.248, 0.922, -3.104)
H (0.492, 1.221, -1.483)
H (1.535, -2.134, -1.855)
H (2.039, -0.335, -1.871)
H (-1.182, 1.096, -1.591)
H (1.719, -1.388, -0.274)
C (-0.352, 0.983, 1.641)
C (-0.728, 0.198, 3.021)
H (0.210, 0.229, 1.093)
H (-1.363, 1.067, 1.143)
H (0.153, 1.914, 1.530)
H (0.238, 0.171, 3.458)
H (-1.319, -0.771, 2.816)
H (-1.338, 0.919, 3.517)



Which one sits at the bottom of the stability order? one does.



one:
# C5H14

A cluster of 2 separate species, C5H14 in total (ωB97M-V/def2-TZVPD, the OMol25 dataset).

The SMILES is CCC.CC. The LUMO energy is 1.08 eV.

Positions of all 19 atoms, in Å:
C (-0.399, 1.374, -0.557)
C (0.163, 2.839, -0.234)
C (-1.727, 1.117, 0.187)
H (-0.386, 1.370, -1.685)
H (0.451, 0.733, 0.003)
H (1.206, 3.030, -0.834)
H (0.259, 3.117, 0.824)
H (-1.647, 1.020, 1.343)
H (-2.430, 1.992, 0.079)
H (-0.576, 3.503, -0.707)
H (-2.285, 0.299, -0.277)
C (0.273, -2.965, 0.390)
C (1.515, -2.106, 0.194)
H (0.511, -3.816, -0.324)
H (0.089, -3.532, 1.279)
H (-0.506, -2.406, -0.024)
H (1.592, -2.000, -0.940)
H (1.420, -1.052, 0.693)
H (2.479, -2.517, 0.590)



two:
# C5H14

A cluster of 2 separate species, C5H14 in total (ωB97M-V/def2-TZVPD, the OMol25 dataset).

The SMILES is CCC.CC. The LUMO energy is 1.16 eV.

Positions of all 19 atoms, in Å:
C (1.383, -0.862, 0.949)
C (0.953, -2.053, 0.088)
C (2.164, 0.202, 0.184)
H (0.500, -0.417, 1.404)
H (1.982, -1.223, 1.779)
H (1.512, -2.955, 0.344)
H (1.111, -1.905, -0.982)
H (1.752, 0.348, -0.810)
H (2.147, 1.162, 0.695)
H (-0.106, -2.266, 0.200)
H (3.206, -0.094, 0.106)
C (-2.698, 1.820, -0.714)
C (-1.639, 0.755, -0.374)
H (-2.792, 2.580, 0.055)
H (-2.545, 2.259, -1.697)
H (-3.669, 1.318, -0.768)
H (-1.077, 0.922, 0.542)
H (-0.820, 0.794, -1.100)
H (-2.062, -0.237, -0.323)



three:
# C5H14

A cluster of 2 separate species, C5H14 in total (ωB97M-V/def2-TZVPD, the OMol25 dataset).

The SMILES is CCC.CC. The LUMO energy is 1.12 eV.

Positions of all 19 atoms, in Å:
C (0.149, 2.437, -1.788)
C (-1.159, 1.624, -1.770)
H (0.945, 1.887, -1.289)
H (0.519, 2.536, -2.813)
H (0.050, 3.458, -1.418)
H (-1.937, 2.129, -2.338)
H (-1.419, 1.260, -0.784)
H (-0.883, 0.778, -2.408)
C (0.196, -1.158, 1.861)
C (1.102, -0.664, 0.745)
C (-0.351, -2.562, 1.637)
H (0.733, -1.040, 2.803)
H (-0.594, -0.411, 1.857)
H (0.568, -0.469, -0.196)
H (0.249, -3.338, 2.111)
H (-1.400, -2.598, 1.914)
H (1.872, -1.313, 0.300)
H (1.639, 0.254, 0.961)
H (-0.279, -2.808, 0.616)



Which one sits at the bottom of the stability order? one does.



one:
# C5H14

A cluster of 2 separate species, C5H14 in total (ωB97M-V/def2-TZVPD, the OMol25 dataset).

The SMILES is CCC.CC. The LUMO energy is 1.19 eV.

Positions of all 19 atoms, in Å:
C (0.034, -1.796, -1.531)
C (1.393, -1.126, -1.443)
H (-0.272, -2.439, -0.715)
H (-0.717, -1.009, -1.534)
H (-0.012, -2.292, -2.477)
H (2.292, -1.487, -1.955)
H (1.789, -0.924, -0.481)
H (1.312, -0.127, -1.898)
C (-0.283, 0.366, 1.019)
C (-0.960, 1.099, 2.185)
C (-0.220, 1.437, -0.141)
H (0.731, 0.185, 1.331)
H (-0.698, -0.583, 0.731)
H (-0.590, 2.089, 2.435)
H (-0.962, 0.400, 3.008)
H (-1.162, 1.433, -0.665)
H (-0.190, 2.399, 0.333)
H (-2.025, 1.313, 2.030)
H (0.717, 1.263, -0.655)



two:
# C5H14

A cluster of 2 separate species, C5H14 in total (ωB97M-V/def2-TZVPD, the OMol25 dataset).

The SMILES is CCC.CC. The LUMO energy is 1.15 eV.

Positions of all 19 atoms, in Å:
C (0.828, 0.690, -2.163)
C (1.563, -0.636, -2.307)
H (1.158, 1.288, -1.321)
H (0.864, 1.317, -3.058)
H (-0.238, 0.441, -2.154)
H (2.611, -0.527, -2.012)
H (1.165, -1.528, -1.834)
H (1.652, -0.935, -3.360)
C (-0.448, 0.327, 1.279)
C (-0.306, -1.164, 1.572)
C (-1.725, 0.884, 1.954)
H (0.392, 0.868, 1.714)
H (-0.540, 0.538, 0.216)
H (-1.202, -1.735, 1.325)
H (-2.644, 0.617, 1.431)
H (-1.755, 0.441, 2.953)
H (-1.711, 1.961, 2.015)
H (0.570, -1.588, 1.090)
H (-0.235, -1.259, 2.662)



Which one sits at the bottom of the stability order? one does.